# 1
DFT (ωB97M-V/def2-TZVPD) results for a structure of composition C43H48FeN4O2PS2 in a non-equilibrium geometry.

XYZ file:
```
101
Properties=species:S:1:pos:R:3:mulliken_charge:R:1
Fe -0.141 0.179 0.076 2.681
S 0.633 0.842 3.600 0.092
S 4.673 -1.201 0.358 -0.257
P -0.232 0.074 -2.764 0.651
O -2.049 1.194 1.011 -0.850
O -0.298 2.392 0.558 -0.938
N 2.313 -0.150 0.237 0.367
N -0.051 -0.330 2.622 -0.259
N -1.238 -1.385 4.372 -0.110
N -1.539 -1.735 0.830 0.684
C -1.527 2.476 -2.656 -1.877
C -0.860 -1.226 3.066 0.708
C 0.521 0.554 7.630 -0.731
C 0.837 0.944 6.336 -0.586
C -0.388 -0.466 7.840 -0.657
C 3.030 -1.145 -0.168 -0.557
C -2.832 -3.673 0.286 -1.137
C 1.054 0.260 -4.173 1.627
C -1.497 2.324 0.965 1.289
C -1.798 1.066 -3.194 2.031
C -3.737 7.608 1.000 -1.557
C 1.358 1.741 -4.388 -1.798
C -1.565 4.647 1.898 0.802
C -0.613 -1.716 -2.986 0.983
C -2.092 5.924 1.846 -0.933
C 3.064 0.701 1.016 -1.052
C -0.116 -3.914 -2.098 -0.495
C -1.973 -3.399 2.488 -0.881
C -0.867 -4.495 -3.108 -1.080
C 0.002 -2.539 -2.042 -0.639
C -0.975 -1.112 6.760 -0.758
C -0.332 4.386 2.710 -1.215
C 5.272 1.018 2.000 -0.491
C 3.494 2.614 2.374 -0.423
C -2.664 -4.168 1.569 -0.881
C -2.892 0.416 -2.346 -1.594
C -2.216 3.604 1.219 0.213
C 4.392 0.281 1.223 0.811
C -3.456 3.836 0.612 0.746
C 0.660 -0.400 -5.493 -1.776
C -2.236 -2.462 -0.030 -0.756
C 4.806 2.183 2.576 -0.615
C -0.662 -0.727 5.464 -0.227
C -3.930 5.141 0.551 -0.904
C 2.310 -0.433 -3.638 -1.612
C -2.268 1.154 -4.644 -1.916
C -4.307 2.741 0.043 -1.697
C -1.386 -2.312 -3.978 -0.113
C 0.240 0.315 5.262 0.792
C -3.244 6.201 1.119 0.662
C -1.462 -2.159 2.098 -0.070
C 2.624 1.892 1.587 0.094
C -1.518 -3.691 -4.029 -0.702
H -1.896 -1.717 -4.718 0.190
H -2.895 8.298 0.977 0.389
H -2.327 -2.049 -1.021 0.822
H -2.446 3.057 -2.648 0.551
H -1.588 6.730 2.360 0.405
H 2.648 0.045 -2.720 0.355
H 0.539 -1.474 -5.372 0.343
H 0.979 1.059 8.464 0.403
H 0.524 2.259 -4.853 0.290
H 5.470 2.777 3.182 0.425
H 2.660 -1.931 -0.796 0.253
H 0.560 -2.066 -1.236 -0.035
H -3.147 -0.575 -2.718 0.301
H -4.332 7.736 0.099 0.396
H -1.819 -3.773 3.489 0.578
H -1.554 1.668 -5.281 0.345
H -0.488 3.535 3.373 0.194
H 1.460 -0.240 -6.216 0.552
H -2.567 0.334 -1.304 0.110
H -0.252 0.012 -5.911 0.273
H 3.112 -0.380 -4.372 0.543
H -1.688 -1.905 6.934 0.406
H -3.797 1.018 -2.370 0.637
H -1.146 2.432 -1.636 0.193
H -4.508 2.915 -1.011 0.345
H 1.535 1.743 6.148 0.487
H 0.365 -4.524 -1.348 0.565
H -0.802 3.008 -3.263 0.248
H 2.111 -1.485 -3.442 0.262
H 1.592 2.226 -3.441 0.328
H -4.860 5.328 0.035 0.478
H 0.505 4.155 2.055 0.160
H -5.267 2.728 0.555 0.548
H -0.645 -0.759 8.846 0.396
H -3.082 -5.122 1.851 0.461
H -3.196 1.723 -4.669 0.530
H -3.844 1.771 0.179 -0.044
H 6.283 0.678 2.150 0.437
H -0.954 -5.568 -3.164 0.425
H 2.218 1.849 -5.047 0.536
H -2.486 0.180 -5.071 0.271
H -2.133 -4.141 -4.795 0.512
H -3.392 -4.213 -0.459 0.526
H 1.622 2.227 1.372 0.049
H 3.152 3.520 2.849 0.511
H -4.357 7.863 1.860 0.292
H -1.941 -2.072 4.598 0.238
H -0.082 5.256 3.314 0.429
```

- energy relative to the best compared isomer or geometry (same formula, charge and spin) (kcal/mol) = 17.7
- total charge = +1
- E_HOMO (alpha / beta) (eV) = -9.683 / -9.683
- strongest force on any atom (hartree/bohr) = 0.050
- E_LUMO (alpha / beta) (hartree) = -0.10868 / -0.10855

=====

# 2
DFT (ωB97M-V/def2-TZVPD) results for the molecule C22H24FN5O in a non-equilibrium geometry.

XYZ file:
```
53
Properties=species:S:1:pos:R:3:nbo_charge:R:1
F -3.342 5.949 0.271 -0.325
O 2.188 -4.056 -0.630 -0.630
N -2.789 2.053 3.093 -0.229
N 1.808 -1.299 1.195 -0.456
N -1.920 1.135 3.001 -0.017
N -1.097 1.355 1.972 -0.195
N 2.059 -2.034 -1.609 -0.433
C -1.460 2.506 1.347 0.145
C -3.245 4.132 1.752 -0.262
C 1.338 0.127 -2.575 -0.436
C 1.027 0.411 2.752 -0.414
C -2.746 4.802 0.663 0.373
C 2.223 -0.431 2.281 -0.213
C -0.029 0.448 1.644 -0.026
C 2.292 -0.601 -1.614 -0.219
C -0.035 -0.460 -2.465 -0.018
C 1.217 -2.554 -2.678 -0.254
C -0.580 -0.967 1.425 -0.411
C 2.351 -2.850 -0.574 0.682
C -2.410 -0.370 -2.153 -0.210
C -2.579 2.956 2.096 0.059
C -1.638 4.372 -0.081 -0.253
C -0.105 -1.850 -2.562 -0.025
C -0.975 3.215 0.252 -0.245
C 0.569 -1.978 1.532 -0.234
C -2.478 -1.750 -2.252 -0.213
C 2.852 -2.180 0.705 -0.305
C -1.189 0.277 -2.258 -0.210
C -1.325 -2.493 -2.450 -0.194
H 3.019 0.218 1.901 0.193
H -1.053 -1.023 0.444 0.223
H -4.096 4.491 2.306 0.244
H 3.108 -2.979 1.420 0.205
H 1.692 0.010 -3.603 0.217
H 0.428 0.815 0.720 0.212
H -0.116 2.880 -0.307 0.219
H 2.131 -0.221 -0.605 0.234
H 1.122 -3.630 -2.534 0.258
H 2.634 -1.003 3.131 0.175
H -1.335 -1.169 2.185 0.230
H 0.407 -2.801 0.835 0.226
H -1.372 -3.570 -2.511 0.217
H 1.689 -2.361 -3.648 0.201
H -3.308 0.205 -1.988 0.218
H -1.321 4.974 -0.918 0.231
H -1.139 1.354 -2.179 0.211
H 0.618 -2.405 2.546 0.171
H 3.331 -0.403 -1.910 0.192
H 1.352 1.422 3.001 0.221
H 0.569 -0.022 3.642 0.220
H -3.431 -2.249 -2.164 0.217
H 3.752 -1.592 0.506 0.213
H 1.337 1.193 -2.345 0.220
```

- energy relative to the best compared isomer or geometry (same formula, charge and spin) (kcal/mol) = 22.4
- total charge = 0
- E_HOMO (eV) = -8.919
- strongest force on any atom (hartree/bohr) = 0.027
- E_LUMO (hartree) = 0.01459
- SMILES = O=C(CN1CCC(n2nnc3cc(F)ccc32)CC1)N1CCc2ccccc2C1

=====

# 3
DFT (ωB97M-V/def2-TZVPD) results for the molecule C4H7NO in a non-equilibrium geometry.

XYZ file:
```
13
Properties=species:S:1:pos:R:3:nbo_charge:R:1
O 0.787 -0.559 0.347 -0.517
N -0.872 2.359 -0.002 -0.313
C -1.600 -0.895 0.196 -0.603
C -0.634 1.252 -0.236 0.246
C -0.364 -0.200 -0.376 0.009
C 1.915 0.286 0.171 -0.261
H -0.251 -0.456 -1.442 0.203
H -2.476 -0.579 -0.380 0.223
H 2.434 0.116 -0.783 0.172
H -1.514 -1.982 0.146 0.226
H -1.749 -0.588 1.235 0.227
H 1.630 1.344 0.229 0.187
H 2.597 0.066 0.994 0.202
```

- energy relative to the best compared isomer or geometry (same formula, charge and spin) (kcal/mol) = 36.5
- total charge = 0
- E_HOMO (eV) = -10.719
- strongest force on any atom (hartree/bohr) = 0.021
- E_LUMO (hartree) = 0.03412
- SMILES = CO[C@@H](C)C#N